Density functional theory data (wB97M-V/def2-TZVPD) for an isolated ion of composition C8H9O3 and charge -1.

```
20
Properties=species:S:1:pos:R:3
O -2.4451 0.2394 -1.1895
O -0.6160 0.7490 3.0601
O 1.6391 0.6971 3.2260
C 0.5182 0.3980 2.7560
C 0.5672 -0.6865 1.5943
C 1.5752 -0.6378 0.6897
C -0.2049 0.0352 -1.9817
C 1.5471 -1.1071 -0.7563
C -1.5299 -0.1360 -2.0748
C 1.0274 0.0053 -1.5631
C -1.9504 0.9953 -0.0633
H 1.7180 0.9097 -1.8067
H -2.8492 1.2104 0.5690
H -1.4844 2.0156 -0.2787
H -1.9228 -0.6034 -3.0456
H -1.1286 0.3613 0.4147
H 0.8680 -1.9242 -0.7565
H -0.3300 -1.1149 1.3116
H 2.6204 -1.5037 -1.0804
H 2.3807 0.0973 0.9754
```

M ... 153.2 g mol⁻¹
Highest occupied orbital energy ... -4.32 eV
Total charge ... -1
Structure (SMILES) ... COC=C=CC/C=C/C(=O)[O-]
LUMO energy ... 3.369 eV
Frontier orbital gap ... 7.69 eV
Electronic energy ... -14582.297 eV

Density functional theory data (wB97M-V/def2-TZVPD) for one molecule with the formula C21H18Cl3N3OS.

```
47
Properties=species:S:1:pos:R:3
Cl 3.2219 -0.8094 -2.7772
Cl 5.4908 -5.7520 -2.9135
Cl 5.5538 2.8113 2.8636
S -0.1807 -2.3009 -1.2137
O -2.8002 -1.2111 -0.5972
N -2.3386 1.0661 -0.6747
N 0.3700 0.0565 -0.0230
N -3.5595 1.6967 -0.1583
C 4.0084 -0.4718 0.8457
C -3.3876 2.5565 1.0580
C 3.4923 -2.3609 -2.0992
C -4.7117 0.8661 -0.0557
C -1.9807 -0.3127 -0.6726
C 4.4689 -3.1829 -2.5684
C 2.7178 1.5469 0.3193
C -0.5532 -0.6792 -0.5823
C 1.6043 -0.5703 -0.1213
C 4.6878 1.7157 1.7669
C 4.9276 0.3324 1.5639
C 4.4384 -4.5767 -2.1909
C 3.4602 -5.0140 -1.4224
C 2.5921 -2.7769 -1.0908
C -4.6393 3.4389 1.3997
C -5.8399 2.3953 1.5053
C 1.5241 -1.8782 -0.7051
C 2.5839 -4.1269 -0.7418
C 3.5886 2.2687 1.1247
C 2.8406 0.1743 0.3696
C -5.9671 1.6039 0.2247
H -6.1816 2.2075 -0.6833
H -4.6015 4.1952 0.6231
H 2.0169 2.1919 -0.2364
H -5.5735 1.7284 2.3397
H 5.1728 -2.7906 -3.3370
H -1.5239 1.6766 -0.7028
H -6.8028 2.9041 1.7446
H 3.4118 -6.0685 -1.2177
H -3.1687 1.8673 1.9518
H 5.7267 -0.1606 2.0846
H 4.0483 -1.5770 0.7554
H -6.8511 0.9792 0.2404
H 3.4556 3.3287 0.9950
H -4.8288 3.9350 2.4294
H 1.8022 -4.5522 -0.1728
H -2.4452 3.1859 1.1080
H -4.6162 0.3838 -0.9780
H -4.6540 0.0601 0.6227
```

M ... 466.8 g mol⁻¹
Highest occupied orbital energy ... -8.18 eV
Structure (SMILES) ... O=C(NN1CCCCC1)c1nc(-c2ccc(Cl)cc2)c(-c2ccc(Cl)cc2Cl)s1
LUMO energy ... -0.451 eV
Frontier orbital gap ... 7.73 eV
Electronic energy ... -76986.600 eV

Density functional theory data (wB97M-V/def2-TZVPD) for one molecule with the formula C4H7N3S.

```
15
Properties=species:S:1:pos:R:3
S 3.5960 -0.5760 -0.0922
N -2.6541 -1.0334 -0.2147
N -1.5348 -0.2283 0.0004
N 0.8787 -0.1609 0.0926
C -0.3784 -0.8025 0.0246
C 1.0323 1.2819 0.0089
C 0.0878 2.2521 -0.0563
C 2.0037 -0.9489 0.0421
H 0.3280 3.3164 -0.2328
H 2.0759 1.5785 -0.0656
H -0.2761 -1.9133 -0.0322
H -0.9513 2.0159 0.0661
H 1.6599 -1.9984 0.1670
H -2.4382 -2.0911 -0.1533
H -3.4293 -0.6920 0.4452
```

M ... 129.2 g mol⁻¹
Highest occupied orbital energy ... -8.45 eV
Structure (SMILES) ... C=CN(C=S)/C=N/N
LUMO energy ... 0.094 eV
Frontier orbital gap ... 8.54 eV
Electronic energy ... -19564.553 eV

Density functional theory data (wB97M-V/def2-TZVPD) for one molecule with the formula O2Si.

```
3
Properties=species:S:1:pos:R:3
Si 0.0208 0.0144 0.0005
O -1.0957 0.7754 -0.6968
O 1.0748 -0.7898 0.6963
```

M ... 60.1 g mol⁻¹
Highest occupied orbital energy ... -12.38 eV
Structure (SMILES) ... O=[Si]=O
LUMO energy ... -1.699 eV
Frontier orbital gap ... 10.69 eV
Electronic energy ... -11972.363 eV

Density functional theory data (wB97M-V/def2-TZVPD) for one molecule with the formula C16H21NO3S.

```
42
Properties=species:S:1:pos:R:3
S 1.8681 1.7822 -1.5120
O 2.5142 -1.6421 -1.3127
O 0.4304 -1.6309 -0.2990
O 1.7757 -0.6659 -3.6363
N -0.3635 -1.4935 3.0862
C 1.4555 -0.4487 1.6414
C -0.8982 -0.2206 2.4839
C -2.2123 0.1803 -3.7847
C 0.7616 3.0539 -1.1095
C 0.9918 -1.7967 1.0216
C -0.0360 -2.4082 1.9699
C 0.7944 -1.2696 3.9691
C 0.5551 0.8475 -2.2503
C 1.3098 -1.3815 -1.3134
C -0.5196 2.7985 -1.5707
C -3.2280 1.6837 -2.0864
C 0.7997 -0.6371 -2.5864
C -2.0232 1.0765 -2.7650
C 1.9182 -0.6687 3.1034
C -0.6786 1.4936 -2.2646
C 0.2355 0.4974 1.7551
H -3.2700 1.4181 -1.0369
H 1.0898 3.9705 -0.6208
H -3.2277 -0.0805 -4.0939
H -1.3719 -0.1780 -4.3482
H 0.4767 1.4060 2.3469
H 2.2728 0.3025 3.5138
H 1.8439 -2.4714 0.9415
H 0.5419 -0.5868 4.7579
H -1.2507 0.4356 3.2853
H -0.0961 -1.1154 -3.0015
H -0.9367 -2.6217 1.4150
H -3.3032 2.7650 -2.1247
H 2.6268 -0.8115 -3.2133
H -1.3136 3.5138 -1.4716
H 2.2611 0.0317 1.1198
H 1.0426 -2.2226 4.4302
H -4.1610 1.3164 -2.5517
H -1.7227 -0.3641 1.8101
H 2.8087 -1.3239 3.1410
H -0.1071 0.7971 0.7684
H 0.3457 -3.3311 2.3932
```

M ... 307.4 g mol⁻¹
Highest occupied orbital energy ... -8.43 eV
Structure (SMILES) ... C=C(C)c1ccsc1[C@@H](O)C(=O)O[C@@H]1CN2CCC1CC2
LUMO energy ... 0.505 eV
Frontier orbital gap ... 8.94 eV
Electronic energy ... -35399.303 eV

Density functional theory data (wB97M-V/def2-TZVPD) for a 7-piece molecular cluster, C20H52Br2Cl4N4O4 overall.

```
86
Properties=species:S:1:pos:R:3
Br -5.4409 -2.5236 24.2345
Br -3.1465 -2.0229 26.5996
Cl -2.5782 4.4661 29.3603
Cl -3.4627 -6.1127 22.9508
Cl -1.3588 -4.4106 21.7579
Cl -3.5363 3.1741 26.7132
O -7.8717 -4.6570 21.2481
O -5.9658 -6.5300 26.9173
O -0.0588 -2.1925 30.1193
O -5.7803 3.3419 23.1051
N -8.9714 -2.2389 22.5288
N -6.8727 -6.0900 29.5724
N 0.3966 0.3745 31.7438
N -3.0049 2.5410 23.3698
C -6.9195 -5.7377 21.0288
C -5.1436 -5.4209 26.3960
C -3.6513 3.0285 22.1483
C 2.6400 -0.2717 32.0699
C -4.3261 -0.6146 25.8132
C -4.4928 -0.7986 24.3002
C -7.1758 3.2827 23.1155
C -8.3798 -1.0293 20.4711
C -5.3529 -7.1055 28.0506
C -2.7999 2.7269 20.9520
C -5.4986 -6.2315 29.3105
C -5.1279 2.6506 22.0177
C -7.4632 -3.3124 20.9488
C 1.4326 -0.3928 31.1684
C -8.6666 -2.4071 21.1208
C 1.0184 -1.8569 31.0058
C -3.7955 3.5052 28.4826
C 0.1079 -2.0980 28.6758
C -2.9686 -4.3999 22.5242
C -4.8558 -6.9895 30.5176
H -4.8717 -4.5436 26.9830
H -8.2965 -1.6177 22.9515
H -2.0999 2.9884 23.4008
H -6.5403 -5.5326 20.0276
H -6.6865 -3.0353 21.6616
H 1.6688 0.0417 30.1970
H -4.1461 -5.7342 26.0878
H -5.0639 -5.2406 29.1794
H -7.9351 -1.1003 19.4784
H -3.5174 2.8749 24.1735
H 1.9100 -2.3154 30.5783
H -0.4929 -0.0310 31.4898
H -3.7022 -4.0939 21.7784
H -7.1222 -3.1528 19.9258
H -5.6068 3.0550 21.1260
H 3.5298 -0.6196 31.5452
H -5.5815 -7.6958 30.9209
H -3.0885 3.2556 20.0436
H -3.9927 -7.5841 30.2184
H -4.7722 3.9645 28.6349
H -0.8080 -1.9126 28.1147
H -5.6489 -5.0536 25.5027
H -9.2866 -0.5062 20.1676
H -5.2968 -0.6190 26.3090
H -3.6231 4.1119 22.2649
H -8.9910 -3.1200 23.0221
H 2.6411 -0.8315 33.0052
H -7.5495 3.5090 22.1169
H -3.5742 -0.7826 23.7136
H -2.6256 1.6778 20.7130
H -7.8753 -0.3687 21.1762
H -4.2904 -7.2943 27.8967
H -7.1457 -6.9964 29.9244
H -6.1596 -5.7552 21.8100
H 2.7538 0.7873 32.3015
H 0.6020 -3.0248 28.3844
H -7.3825 -6.0889 28.7005
H -3.8100 0.3274 25.9986
H -1.7799 3.0840 21.0944
H 0.7976 -1.2784 28.4743
H -5.8575 -8.0715 28.0692
H -7.4584 -6.6786 20.9175
H 0.5009 1.2688 31.2861
H 0.8561 -2.3093 31.9842
H -5.0897 0.0636 24.0028
H -7.4380 4.1416 23.7332
H -9.4883 -2.9003 20.6015
H -5.4134 1.6071 22.1511
H -4.7665 -6.4196 31.4424
H -3.0778 -3.7216 23.3704
H -3.9529 2.5605 29.0031
H -7.6383 2.3796 23.5137
```

M ... 714.3 g mol⁻¹
Highest occupied orbital energy ... -8.94 eV
Structure (SMILES) ... COC[C@H](C)N.COC[C@H](C)N.COC[C@H](C)N.COC[C@H](C)N.BrCCBr.ClCCl.ClCCl
LUMO energy ... 0.236 eV
Frontier orbital gap ... 9.17 eV
Electronic energy ... -225904.053 eV

Density functional theory data (wB97M-V/def2-TZVPD) for a 12-piece molecular cluster, C24H72O12S12 overall.

```
120
Properties=species:S:1:pos:R:3
S 5.2679 2.8718 2.3979
S 3.3809 -0.2082 -2.9221
S -0.6281 3.5268 -3.9061
S 2.2129 4.4368 -0.2051
S -5.1181 -3.3722 0.4649
S -3.6591 0.8128 4.6289
S 0.2019 0.8168 0.8829
S -3.9271 2.4858 0.1229
S 2.9199 -3.9962 2.9919
S -3.1051 -0.8762 -3.4531
S 5.5419 -1.2132 1.5589
S 0.5089 -4.9092 -2.9961
O 1.0499 -4.4132 -4.3351
O 6.6359 -0.1452 1.3699
O -2.0991 -1.1932 -2.3251
O -2.4461 2.8238 -0.0441
O 1.9139 3.4808 -1.3321
O -3.7431 1.2178 3.1689
O -4.9971 -4.3912 1.6389
O 4.0309 -4.2232 1.8719
O 0.8919 3.2318 -4.0151
O 2.9869 1.2468 -2.9001
O 1.3089 0.7558 1.9929
O 4.8969 3.3418 0.9909
C 4.1909 -0.4052 0.8169
C 4.6499 -0.1132 -4.1481
C -4.1291 0.7378 -0.1541
C -0.7291 -0.5882 1.4359
C 2.1629 -1.0062 -3.8701
C 5.3049 -0.8252 3.2489
C 3.7259 2.7858 3.3409
C -4.9521 1.7358 5.5139
C -2.2391 -1.5682 -4.8551
C -4.6921 3.0888 -1.3251
C 1.5969 -3.0482 2.2749
C -4.4271 -0.8262 4.6759
C 0.5059 -3.4652 -2.0271
C 1.1039 4.0648 1.0949
C 1.8129 -5.6562 -1.9761
C -6.1841 -2.0612 0.9749
C -0.8941 2.0228 -2.9901
C 2.0489 -5.5592 2.9699
C -3.5091 -2.5632 0.2849
C 0.8399 -0.0202 -0.5511
C -4.5001 -1.9272 -3.4761
C -1.0311 4.7078 -2.6261
C 1.4189 5.9578 -0.6721
C 5.9969 4.1758 3.2899
H -3.7091 -1.8412 -0.4791
H -5.8991 1.5298 4.9359
H 5.1499 -1.0172 -4.3751
H 0.0669 4.1998 0.8279
H -5.1421 3.9748 -1.0751
H 1.6089 -0.7032 -0.3211
H 2.1249 -0.6982 -4.8821
H 0.2989 -3.9202 -1.1051
H 5.4049 5.0908 3.1919
H 1.7659 -6.6622 -2.2501
H 2.3999 -2.0232 -3.9191
H -4.7091 0.4848 -1.0121
H -2.1021 4.6608 -2.6441
H 0.0239 -0.2772 -1.2241
H 3.1739 3.7318 3.1549
H 1.3479 0.6988 -1.1491
H -2.9331 -3.3232 -0.3021
H -4.8511 -1.1392 5.6389
H 3.1059 1.9778 2.9559
H 5.8889 -1.5182 3.7669
H -3.2071 0.3138 -0.4411
H -3.0981 -2.1732 1.1919
H 4.1739 0.2468 -5.0941
H -2.9191 -1.6362 -5.6851
H 1.6339 -5.5042 -0.8871
H 2.6779 -6.4972 3.1509
H -7.1551 -2.6112 0.9299
H 0.6119 -3.0912 2.7649
H -5.1021 -1.9402 -2.5701
H -1.2791 -1.0282 0.6349
H 1.7779 6.8338 -0.1511
H 1.5219 -3.0322 -2.0671
H 5.4419 0.1858 3.6159
H 6.9839 4.4528 2.8019
H 4.2309 -1.0122 3.4519
H -0.8941 5.7948 -2.8911
H -1.5681 -0.2132 2.0739
H -3.8621 3.1598 -2.0271
H 6.3569 3.9188 4.2539
H -1.3591 -0.9632 -5.0651
H 1.4499 3.3268 1.7789
H -5.8641 -1.8722 1.9399
H 0.3949 6.0798 -0.6981
H 3.8799 2.5418 4.2839
H -3.6701 -1.5322 4.4389
H -5.0021 1.1868 6.3939
H 4.2089 -0.4202 -0.2871
H 3.2239 -0.9662 1.1459
H 5.2659 0.6908 -3.9051
H 2.8819 -5.5342 -2.2531
H -5.2041 -1.5582 -4.2121
H -6.2041 -1.2472 0.1589
H 1.8049 6.3628 -1.5251
H -5.5471 2.4578 -1.6681
H -4.5061 0.2178 0.6939
H 1.2469 -0.8522 -3.2361
H -0.7001 4.2408 -1.7081
H -0.4881 2.0668 -1.9561
H 4.1839 0.6088 1.1479
H -0.1481 -2.8442 -2.6351
H -4.1031 -2.8802 -3.7221
H -5.0881 -0.6372 3.8439
H 1.9149 -1.9952 2.5319
H -0.0941 -1.3302 1.8109
H 1.6699 -5.4952 1.9149
H 1.0919 -5.6812 3.5489
H -0.7621 1.1378 -3.5751
H 1.5289 -3.2922 1.1839
H 1.1949 4.9798 1.7319
H -4.7991 2.8238 5.5949
H -1.9201 -2.6722 -4.5621
H -1.9261 1.9018 -2.8271
```

M ... 937.6 g mol⁻¹
Highest occupied orbital energy ... -7.40 eV
LUMO energy ... -0.240 eV
Frontier orbital gap ... 7.16 eV
Electronic energy ... -180630.741 eV

Density functional theory data (wB97M-V/def2-TZVPD) for one molecule with the formula C4H4N4O3.

```
15
Properties=species:S:1:pos:R:3
O -3.6585 0.7706 -1.0427
O -3.6770 1.1863 1.0912
O -2.2587 -2.5644 -0.3014
N -2.6201 -1.4559 -0.5899
N -0.7380 1.3509 -0.5479
N 0.2440 -0.5686 0.1298
N -3.3084 0.6154 0.0855
C 0.5570 1.4020 -0.8243
C -0.9367 0.1684 0.0067
C 1.1779 0.2073 -0.4896
C -2.2856 -0.3971 0.3680
H 1.0373 2.2716 -1.3054
H 0.2842 -1.3274 0.7640
H 2.1307 -0.0885 -0.6539
H -2.4063 -0.8308 1.3354
```

M ... 156.1 g mol⁻¹
Highest occupied orbital energy (spin up / spin down) ... -9.28 / -9.28 eV
Structure (SMILES) ... O=N[C@@H](c1ncc[nH]1)[N+](=O)[O-]
LUMO energy (spin up / spin down) ... -0.969 / -0.969 eV
Frontier orbital gap (spin up / spin down) ... 8.31 / 8.31 eV
Electronic energy ... -16309.620 eV

Density functional theory data (wB97M-V/def2-TZVPD) for C24H22N6O5PdSSe as an isolated structure.

```
60
Properties=species:S:1:pos:R:3
Pd -2.0529 -0.8327 -0.6698
Se -5.5298 1.7786 -2.5172
S 2.1946 3.1338 -0.2207
O -2.6015 -1.2219 1.2950
O 0.0699 -0.5259 -1.2074
O -1.4013 -0.0219 -2.7633
O 1.3603 3.4813 0.8985
O 2.5686 4.1058 -1.2049
N 1.3972 1.9423 -0.9883
N -2.4358 1.3719 -0.3147
N -4.2933 0.8679 -1.6466
N -3.0738 -4.9198 -0.8732
N -2.2568 -2.9163 -1.0852
N -4.9039 3.3673 -2.0533
C -2.7357 -3.7855 -0.2086
C -3.2924 -3.4837 3.9995
C 7.2324 0.5233 1.8703
C -2.7917 -4.7569 -2.2123
C 3.6354 1.6897 1.5959
C 6.0078 1.9315 0.1766
C -3.5153 1.7584 -1.0775
C 4.8585 2.5477 -0.2998
C 5.9890 1.1916 1.3524
C -3.0552 -2.3435 3.2758
C -2.2858 -3.5065 -2.3281
C -3.0299 4.1430 -0.6821
C -2.8276 -2.3642 1.8772
C -3.3125 -4.7317 3.3680
C -0.2343 0.0292 -2.3126
C 3.6782 2.4205 0.4136
C -3.8507 3.1419 -1.2949
C -1.7395 2.3158 0.2370
C 4.7882 1.0819 2.0552
C -1.9970 3.7206 0.0784
C 0.8165 0.8148 -3.0716
C -2.8825 -3.6303 1.2362
C 1.9546 1.3042 -2.1820
C -3.1080 -4.7808 2.0099
H -0.9019 2.0176 0.8543
H -3.4752 -5.6399 3.9313
H -1.9437 -2.9803 -3.2023
H 8.0812 0.7026 1.2124
H 0.3049 1.6513 -3.5460
H 0.9929 1.2628 -0.3510
H -3.4545 -3.4151 5.0683
H 6.9348 2.0330 -0.3744
H 7.0876 -0.5549 1.9526
H 2.6067 0.4732 -1.9003
H 4.7611 0.5151 2.9783
H 7.4878 0.8951 2.8638
H 2.5484 2.0470 -2.7123
H -3.0976 -5.7550 1.5338
H -1.3291 4.4151 0.5680
H -2.9757 -5.5284 -2.9374
H 2.7093 1.6152 2.1507
H -3.0254 -1.3714 3.7508
H 4.8743 3.1368 -1.2067
H -3.2498 5.1903 -0.8378
H 1.2137 0.1784 -3.8655
H -3.4940 -5.7297 -0.4564
```

M ... 691.9 g mol⁻¹
Spin multiplicity ... 3
Highest occupied orbital energy (spin up / spin down) ... -7.39 / -7.36 eV
LUMO energy (spin up / spin down) ... -1.192 / -1.194 eV
Frontier orbital gap (spin up / spin down) ... 6.20 / 6.17 eV
<S²> ... 2.005
Electronic energy ... -124084.203 eV

Density functional theory data (wB97M-V/def2-TZVPD) for an isolated ion of composition C3H3O3 and charge +1.

```
9
Properties=species:S:1:pos:R:3
O -1.9574 0.0450 -0.3638
O -0.0316 0.7039 0.6855
O 3.1570 -0.5728 -0.2049
C -1.2258 0.6868 0.4208
C 0.8084 -0.2375 0.0682
C 2.0609 -0.3661 0.0172
H -1.5935 -0.5552 -1.0511
H -1.7885 1.5651 0.7033
H 0.5706 -1.2691 -0.2752
```

M ... 87.1 g mol⁻¹
Highest occupied orbital energy ... -15.05 eV
Total charge ... +1
LUMO energy ... -5.307 eV
Frontier orbital gap ... 9.74 eV
Electronic energy ... -9290.942 eV

Density functional theory data (wB97M-V/def2-TZVPD) for one molecule with the formula C13H16ClN5O4.

```
39
Properties=species:S:1:pos:R:3
Cl 3.0199 2.4948 0.8710
O 4.2726 -3.2548 -0.6711
O 5.2875 -2.0953 1.0997
O -1.8323 -0.5507 1.7858
O -1.9931 -1.9342 -1.4793
N -2.6475 -2.6468 -0.7612
N 4.4524 -2.2429 0.1813
N 1.0033 1.9391 -0.9566
N -1.5216 -1.0835 -0.8289
N -2.0833 2.1231 -0.1474
C 3.8416 0.0532 0.3858
C 2.5726 -1.6342 -1.0463
C -1.4081 2.8497 -1.2730
C -0.1877 1.6826 -1.9130
C 1.6090 -0.4725 -1.2646
C -2.6612 -2.3287 0.4895
C 2.8421 1.0144 0.2769
C -0.8633 0.6986 1.3695
C -1.6327 2.0208 1.0925
C 3.5317 -1.3421 -0.0986
C -2.0473 -1.2148 0.5841
C 1.8006 0.7988 -0.8939
C -3.4819 -2.9571 1.6981
H -2.0185 3.0270 -2.0974
H 0.9014 -0.7811 -2.1083
H -0.8375 3.7729 -0.8152
H -0.3917 0.6908 2.4728
H 1.2688 2.8822 -0.5729
H -4.0789 -3.7915 1.2724
H -0.0566 0.6447 0.7673
H 2.5132 -2.4105 -1.5864
H -2.4373 1.9374 1.8726
H 4.4235 0.1672 1.3134
H -0.5641 0.8103 -1.8226
H -0.0572 2.2132 -2.6901
H -2.7971 -3.2368 2.2169
H -4.2411 -2.2325 2.3146
H -0.8647 2.8625 1.4122
H -2.6356 1.5269 -0.4499
```

M ... 341.8 g mol⁻¹
Highest occupied orbital energy ... -8.18 eV
Structure (SMILES) ... Cc1nonc1OCCNCCNc1ccc([N+](=O)[O-])cc1Cl
LUMO energy ... -1.003 eV
Frontier orbital gap ... 7.18 eV
Electronic energy ... -41885.239 eV